No. 1
C39H47N7O2 | ωB97M-V with the def2-TZVPD basis set

```
95
Properties=species:S:1:pos:R:3:forces:R:3
C -2.347096 -4.375700 -0.343203 -0.221 0.437 0.366
C -2.943525 -4.270435 -1.579215 -0.393 0.493 0.180
C -3.505394 -3.039774 -1.930140 1.089 -0.055 -0.470
N -3.393846 -1.922376 -1.218295 -0.161 -0.547 0.826
C -2.832952 -2.061579 -0.005408 0.449 0.409 -0.295
C -2.301506 -3.257450 0.468478 -0.030 0.363 0.377
H -1.933092 -5.282216 0.039287 0.261 -0.594 -0.109
H -2.961079 -5.108140 -2.244958 -0.173 -0.240 -0.349
H -3.869496 -2.885394 -2.926474 -0.512 -0.147 -0.414
H -2.685956 -1.126370 0.534987 -0.180 -0.360 0.133
H -1.812106 -3.303306 1.443160 -0.177 0.184 -0.280
C -4.568712 2.130305 1.592988 0.129 -0.531 -0.535
C -4.655480 1.264431 2.672323 -0.693 0.667 0.222
C -3.547477 0.529980 2.995147 0.771 -0.598 0.163
N -2.414710 0.563872 2.290102 0.223 -0.183 0.599
C -2.329896 1.401365 1.270262 -0.174 -0.213 -0.218
C -3.381444 2.189679 0.867968 -0.933 0.054 0.817
H -5.451469 2.638621 1.234927 0.000 0.332 0.141
H -5.564361 1.214010 3.271259 0.231 -0.130 -0.173
H -3.517799 -0.159362 3.832670 -0.265 0.058 0.031
H -1.426471 1.390605 0.692397 0.528 0.010 -0.100
H -3.293818 2.822069 0.025987 0.205 0.512 -0.796
C 2.092368 3.018491 0.128906 1.061 -0.564 0.263
C 2.540608 3.396152 1.382652 0.052 -0.081 0.230
C 1.665202 4.108539 2.222346 1.105 -0.160 0.092
N 0.449601 4.472479 1.892519 -0.762 -0.620 -1.569
C 0.057065 4.058142 0.643987 -0.931 1.133 1.694
C 0.817634 3.366386 -0.234551 -0.069 -0.345 -0.708
H 2.672698 2.388544 -0.547807 0.119 0.260 0.249
H 3.527274 3.114949 1.765361 -0.369 0.131 -0.226
H 2.011714 4.384080 3.217591 -0.087 0.033 -0.087
H -0.963771 4.274842 0.357871 -0.100 0.217 0.161
H 0.384900 3.066581 -1.176362 -0.024 -0.029 -0.060
C 2.083158 -4.384785 2.525438 -0.187 0.325 -1.386
C 1.747997 -5.100362 3.620468 -0.458 -1.068 1.904
C 2.749431 -5.407569 4.529525 1.183 0.416 0.341
N 4.063518 -5.088380 4.384693 -1.247 0.146 0.197
C 4.370225 -4.387315 3.302227 -0.329 -0.795 -0.462
C 3.393036 -4.076984 2.337673 2.149 0.890 0.088
H 1.358304 -4.076669 1.791608 -0.261 -0.005 -0.128
H 0.735562 -5.439039 3.824040 0.101 0.218 -0.030
H 2.549637 -5.834952 5.499119 -0.360 -0.477 -0.048
H 5.437109 -4.169362 3.185024 -0.484 0.230 -0.233
H 3.738478 -3.537317 1.472782 -0.126 0.202 -0.268
C -4.296353 -0.433606 -5.337211 -0.001 0.666 0.136
C -3.071100 0.081905 -5.703802 0.395 -0.325 0.201
C -2.349082 0.816353 -4.753244 -0.768 -0.136 -0.800
N -2.875082 1.215486 -3.603967 -0.028 -0.261 -0.116
C -4.108461 0.797297 -3.309920 0.598 0.368 -0.524
C -4.821600 -0.056439 -4.117654 -0.349 -0.297 0.140
H -4.878601 -1.018392 -6.023215 -0.100 -0.285 -0.172
H -2.725332 -0.146151 -6.703547 0.492 0.155 0.164
H -1.355209 1.158935 -4.940087 0.513 0.112 -0.351
H -4.508528 1.275162 -2.455202 -0.571 -0.060 0.974
H -5.791024 -0.411457 -3.822158 -0.268 0.012 0.187
C -0.400116 -0.305242 -1.722726 1.037 0.021 -0.417
C 0.218139 0.611231 -2.564771 -0.724 0.032 0.582
C 1.599479 0.639405 -2.612430 -1.111 0.275 -1.338
N 2.368861 -0.197052 -1.971265 0.771 -0.281 0.606
C 1.754101 -1.063027 -1.181817 0.704 -0.662 1.154
C 0.393527 -1.184605 -1.006241 0.056 0.482 -0.583
H -1.447206 -0.345797 -1.696330 -1.370 -0.072 0.181
H -0.422024 1.296362 -3.120201 0.542 -0.056 0.140
H 2.042934 1.288758 -3.333555 0.622 0.600 -0.209
H 2.400577 -1.678490 -0.553014 0.042 -0.073 -0.319
H 0.015127 -1.939961 -0.352290 -0.309 -0.167 0.339
C 5.192655 0.580367 0.906173 0.483 -0.390 -0.318
C 5.345579 -0.528955 0.079062 -0.123 0.004 -0.338
C 5.934284 -1.680237 0.610326 -0.062 -0.394 -1.718
N 6.393796 -1.770350 1.831293 0.035 0.014 1.080
C 6.262589 -0.701607 2.609640 0.132 0.752 0.112
C 5.711554 0.517316 2.188163 -0.310 -0.801 0.136
H 4.739823 1.484834 0.527770 -0.053 0.056 -0.031
H 5.038377 -0.469481 -0.971802 -0.043 -0.221 0.505
H 6.098429 -2.596513 0.002944 -0.306 0.796 0.182
H 6.659319 -0.816734 3.609331 -0.024 0.123 0.138
H 5.613034 1.363884 2.848699 0.153 -0.001 0.226
C -0.984747 4.796877 -3.516947 0.083 -0.505 -0.698
C -2.074364 4.588157 -2.496770 -0.182 -0.204 -0.554
O -2.037628 3.326721 -1.895087 -0.026 -1.177 0.067
H -0.935014 5.855019 -3.759457 0.177 0.094 -0.194
H -1.201844 4.225108 -4.441582 0.088 0.318 0.341
H -0.016917 4.447011 -3.150337 -0.030 0.194 0.110
H -3.046964 4.750784 -3.001578 0.191 0.223 0.454
H -1.913166 5.272041 -1.679968 -0.313 0.556 0.233
H -2.212345 2.596178 -2.542449 -0.040 0.507 0.275
C 1.259664 0.365869 2.344835 -0.692 1.345 0.423
C 0.820669 -0.887679 3.038674 -0.197 -0.942 0.070
O -0.310861 -1.494989 2.377443 0.223 0.560 0.760
H 2.214683 0.758654 2.719032 -0.128 -0.261 -0.105
H 0.500571 1.175893 2.523977 0.597 -0.598 -0.215
H 1.306434 0.212458 1.273551 0.202 -0.055 -0.203
H 0.612817 -0.728610 4.104799 -0.186 0.188 -0.128
H 1.586291 -1.651529 3.035734 0.403 -0.143 -0.192
H -1.043813 -0.890446 2.599820 -0.173 -0.067 -0.525
```
Positions in Å, forces in eV/Å.

gap between HOMO and LUMO	9.77	eV
LUMO	0.506	eV
energy above the lowest of the compared OMol25 structures with the same formula, charge and spin	15.4	kJ/mol
HOMO	-9.261	eV
SMILES	c1ccncc1.c1ccncc1.c1ccncc1.c1ccncc1.c1ccncc1.c1ccncc1.c1ccncc1.CCO.CCO

Löwdin atomic charge list, values in e, 5 entries: number 1, C, carries -0.08; number 2, C, carries -0.06; number 3, C, carries -0.15; number 4, N, carries 0.06; number 5, C, carries -0.14

---

No. 2
C4H10BN | ωB97M-V with the def2-TZVPD basis set

```
16
Properties=species:S:1:pos:R:3:forces:R:3
B 0.306908 -1.009200 0.256324 1.469 -0.533 0.045
C 1.770603 -0.486538 -0.322707 -0.532 1.122 0.696
C 3.139210 -0.248032 0.236043 -3.090 -1.746 -1.542
C -2.182755 -0.984710 -0.054987 0.340 -2.481 2.901
C -1.039241 1.105121 -0.207406 -4.599 -2.258 0.067
N -0.884672 -0.339274 0.181031 -0.290 1.139 -0.782
H 1.840817 -1.121829 -1.231263 -0.101 0.812 0.213
H 1.395108 0.570761 -0.491721 0.390 -0.987 -0.706
H 3.325282 0.417094 0.982339 0.492 1.655 1.930
H 3.871361 -0.784596 -0.252992 1.820 -0.799 -0.530
H -2.864536 -0.482290 0.672350 -0.224 -0.499 -1.154
H -2.438911 -1.009459 -1.090224 -0.496 0.761 -0.726
H -2.184785 -2.138286 0.196296 0.392 2.328 -0.054
H -1.654100 0.985558 -1.155602 0.895 1.051 0.836
H -1.661140 1.707737 0.523249 0.537 -0.964 -0.575
H -0.178248 1.608621 -0.339592 2.998 1.397 -0.619
```
Positions in Å, forces in eV/Å.

gap between HOMO and LUMO (alpha / beta)	7.21 / 7.76	eV
LUMO (alpha / beta)	0.627 / 0.355	eV
energy above the lowest of the compared OMol25 structures with the same formula, charge and spin	493.1	kJ/mol
HOMO (alpha / beta)	-6.582 / -7.407	eV

natural (NBO) atomic charge list, values in e, 5 entries: number 1, B, carries 0.69; number 2, C, carries -0.84; number 3, C, carries -0.31; number 4, C, carries -0.41; number 5, C, carries -0.40

---

No. 3
C8H6N2S2 | ωB97M-V with the def2-TZVPD basis set

```
18
Properties=species:S:1:pos:R:3:forces:R:3
C 2.474381 -2.200531 0.761968 -0.617 1.027 0.416
C -1.572263 0.277009 0.841055 -1.931 0.262 -0.948
C -1.898931 -0.265269 -0.409924 0.771 -0.005 0.973
C -0.311317 0.236156 1.287199 3.810 -0.239 1.468
C -0.898485 -0.808450 -1.162543 -0.717 -2.107 -1.921
C 0.588147 -0.586061 0.518514 -0.448 0.988 0.455
C 3.072962 0.467628 -0.141661 -0.687 -2.114 0.021
C 1.950113 -0.889552 0.984607 2.030 3.497 -1.275
N 2.775166 -3.295597 0.660576 0.542 -1.061 -0.242
N 0.300981 -1.049619 -0.685157 0.835 0.059 0.690
S 3.932118 1.642007 0.508142 -0.523 -0.307 0.164
S 2.975596 -0.075764 -1.808738 -0.941 -0.711 1.374
H -2.389322 0.704369 1.392029 -0.021 0.307 0.385
H -2.905149 -0.421916 -0.651859 -1.283 0.312 -0.686
H 0.127454 0.765387 2.235066 -1.273 -1.219 -1.787
H -1.057459 -1.348854 -2.151215 -0.214 1.186 1.155
H 2.274307 -0.317296 1.857873 -0.197 -0.892 0.207
H 3.702412 0.884581 -2.289281 0.863 1.017 -0.448
```
Positions in Å, forces in eV/Å.

gap between HOMO and LUMO	8.06	eV
LUMO	-0.505	eV
energy above the lowest of the compared OMol25 structures with the same formula, charge and spin	304.3	kJ/mol
HOMO	-8.563	eV

natural (NBO) atomic charge list, values in e, 5 entries: number 1, C, carries 0.26; number 2, C, carries -0.18; number 3, C, carries -0.26; number 4, C, carries -0.23; number 5, C, carries 0.05

---

No. 4
C17H38NO10P | ωB97M-V with the def2-TZVPD basis set

```
67
Properties=species:S:1:pos:R:3:forces:R:3
C -5.152091 -0.240061 3.494907 0.399 0.221 -0.072
C -4.368610 -1.118509 3.705886 -0.421 -0.528 0.286
O -3.660320 -2.207113 3.974445 -0.396 0.560 -0.666
P -3.674261 -3.412089 2.897674 1.123 -1.055 -0.675
O -2.514678 -4.270197 3.060133 -0.020 -0.103 0.491
O -3.702316 -2.748481 1.445915 -0.645 0.127 0.538
O -5.043982 -4.241428 2.999673 -0.166 -0.011 0.398
N -6.058757 -3.630607 3.805129 -0.140 1.143 0.107
C -7.319965 -3.518655 3.084553 0.014 -0.092 -0.261
C -7.143496 -2.953344 1.675966 0.070 -0.261 0.266
C -8.435097 -2.329914 1.125691 0.573 0.265 -0.204
H -5.712355 0.629139 3.251907 -0.042 -0.008 0.061
H -4.331261 -3.255396 0.911470 0.063 0.280 -0.200
H -6.142617 -4.168500 4.657858 0.147 -0.395 -0.217
H -7.853575 -4.474750 3.034774 -0.091 0.024 -0.020
H -7.919170 -2.806915 3.656543 0.021 -0.113 0.189
H -6.798549 -3.765317 1.033121 -0.032 0.027 -0.081
H -6.345436 -2.211746 1.710031 -0.030 0.109 -0.020
H -8.333527 -1.243990 1.118918 -0.158 0.020 0.130
H -8.569871 -2.617389 0.084941 -0.277 -0.093 0.040
H -9.314029 -2.580663 1.715513 -0.065 -0.162 -0.098
C 3.943846 0.282027 0.438713 -0.159 0.088 0.246
O 2.646879 0.004247 0.923293 0.075 -0.269 -0.111
C 1.647560 -0.137454 -0.068069 -0.040 0.140 0.056
C 0.810380 -1.389277 0.103736 -0.231 -0.045 0.148
O 1.485088 -2.623576 -0.050476 0.039 -0.035 -0.184
C 2.447106 -3.023235 0.911102 0.173 -0.013 -0.003
C 1.907313 -3.360420 2.285843 0.109 0.014 0.164
O 1.393872 -2.230470 2.964311 -0.134 0.007 -0.230
C 0.096640 -2.403079 3.503547 0.112 0.229 0.087
H 4.087470 1.361653 0.337302 0.098 -0.012 -0.095
H 4.656993 -0.097191 1.171280 -0.001 0.030 0.013
H 4.135415 -0.208196 -0.520783 -0.004 0.018 -0.019
H 2.085194 -0.130288 -1.072770 0.083 -0.043 0.029
H 0.967879 0.721795 0.008214 -0.052 -0.017 -0.146
H 0.069895 -1.376735 -0.701228 0.022 -0.004 -0.022
H 0.247194 -1.360299 1.038623 0.180 0.068 0.098
H 3.268318 -2.306966 0.977950 -0.125 0.124 0.121
H 2.873559 -3.946035 0.508240 -0.046 -0.012 -0.019
H 2.742292 -3.760947 2.876476 -0.006 -0.131 -0.074
H 1.150837 -4.146897 2.198581 -0.067 0.058 -0.009
H -0.533437 -3.037633 2.881168 0.060 -0.090 0.007
H -0.366692 -1.415416 3.560985 0.050 0.008 0.063
H 0.146927 -2.818871 4.515025 -0.082 -0.094 -0.032
C 5.843034 5.914143 -4.647524 -0.103 0.120 0.120
O 4.551370 5.702163 -4.118474 0.082 -0.269 -0.050
C 3.548280 5.417691 -5.074685 -0.043 0.162 0.030
C 2.719906 4.198646 -4.721513 -0.213 -0.009 0.132
O 3.401511 2.957549 -4.703051 0.002 -0.090 -0.143
C 4.373822 2.705240 -3.704229 0.189 0.026 -0.021
C 3.851118 2.557066 -2.290408 0.151 0.113 0.121
O 3.327950 3.764150 -1.765955 -0.201 -0.022 -0.232
C 2.043976 3.657815 -1.188700 0.085 0.097 0.078
H 5.984137 6.965448 -4.919388 0.050 -0.026 -0.095
H 6.564762 5.656455 -3.872192 -0.006 0.038 0.014
H 6.031353 5.284108 -5.521701 0.007 -0.001 -0.011
H 3.980304 5.286319 -6.072459 0.083 -0.035 0.035
H 2.864439 6.275415 -5.115968 -0.051 -0.039 -0.139
H 1.974305 4.092020 -5.514211 0.025 -0.010 -0.022
H 2.162863 4.357886 -3.795913 0.183 0.081 0.090
H 5.187200 3.431824 -3.745138 -0.121 0.134 0.112
H 4.809107 1.739654 -3.976312 -0.052 -0.018 -0.018
H 4.694142 2.260094 -1.655891 0.028 -0.175 -0.100
H 3.106174 1.755313 -2.256984 -0.068 0.050 -0.013
H 1.415441 2.939844 -1.725160 0.011 -0.029 0.009
H 1.569207 4.637647 -1.250507 0.044 0.017 0.038
H 2.107556 3.368682 -0.134316 -0.063 -0.086 -0.014
```
Positions in Å, forces in eV/Å.

gap between HOMO and LUMO	9.23	eV
LUMO	0.499	eV
energy above the lowest of the compared OMol25 structures with the same formula, charge and spin	475.4	kJ/mol
HOMO	-8.732	eV
SMILES	C#CO[P@](=O)(O)ONCCC.COCCOCCOC.COCCOCCOC

natural (NBO) atomic charge list, values in e, 5 entries: number 1, C, carries -0.34; number 2, C, carries 0.31; number 3, O, carries -0.74; number 4, P, carries 2.54; number 5, O, carries -1.07